P:
# C4H9FN3

The ion C4H9FN3 with charge +1 (the ωB97M-V functional and the def2-TZVPD basis, OMol25).

The value obtained for the HOMO energy (spin up / spin down) is -13.356 / -13.356 eV. The molar mass comes out at 118.135 u. Its frontier orbital gap (spin up / spin down) is 8.9 / 8.9 eV. The net charge is +1.

Last columns: bonded neighbours and bond lengths (Å).
CARTESIAN COORDINATES (ANGSTROEM)
1 C 1.76978 1.19930 0.99480  C2 1.514, N7 1.538, H9 1.000, H10 1.008
2 C 0.82364 1.82954 1.99487  C1 1.514, F8 1.363, H11 1.125, H12 1.092
3 C -0.02733 -0.40709 -0.00149  N5 1.234, N7 1.463
4 C -2.13453 -2.66356 -1.89422  N6 1.442, H13 1.170, H14 1.205, H15 1.041
5 N -0.84276 -0.91541 -0.77515  C3 1.234, N6 1.180
6 N -1.80112 -1.55248 -1.03817  C4 1.442, N5 1.180
7 N 0.89126 0.71839 -0.17225  C1 1.538, C3 1.463, H16 1.015, H17 1.026
8 F 0.19982 2.85725 1.35354  C2 1.363
9 H 2.29265 1.96656 0.62323  C1 1.000
10 H 2.29217 0.39205 1.29667  C1 1.008
11 H 1.05612 2.27595 3.00143  C2 1.125
12 H 0.15953 1.03493 2.34265  C2 1.092
13 H -1.46959 -3.58072 -1.60207  C4 1.170
14 H -1.98253 -2.46545 -3.07261  C4 1.205
15 H -3.09807 -2.88656 -1.57086  C4 1.041
16 H 0.55991 1.65327 -0.38793  N7 1.015
17 H 1.31105 0.54403 -1.09243  N7 1.026

These are the Löwdin partial charges, in e, on atoms 1 to 4: C -0.031; C -0.179; C 0.021; C -0.049

Q:
# C4H9FN3

A cluster of 2 separate species, C4H9FN3 in total (the ωB97M-V functional and the def2-TZVPD basis, OMol25).

The value obtained for the HOMO energy is -11.842 eV. The molar mass comes out at 118.135 u. Its frontier orbital gap is 8.0 eV. The net charge is +1.

Last columns: bonded neighbours and bond lengths (Å).
CARTESIAN COORDINATES (ANGSTROEM)
1 C 2.34108 -0.06596 -0.30382  C3 1.383, N7 1.163
2 C -0.83037 -1.37431 -0.60802  N6 1.333, F8 1.312, H9 1.078
3 C 2.63410 -0.28982 1.02876  C1 1.383, H10 1.052, H11 1.021, H12 1.125
4 C -2.45749 0.34359 -0.21705  N6 1.488, H13 1.107, H14 1.094, H15 1.029
5 N -0.11172 0.67441 0.31452  N6 1.337, H16 1.008
6 N -1.04042 -0.10944 -0.24330  C2 1.333, C4 1.488, N5 1.337
7 N 2.37106 0.24881 -1.42305  C1 1.163, H17 1.040
8 F 0.35131 -1.93663 -0.51544  C2 1.312
9 H -1.51658 -2.19419 -0.74791  C2 1.078
10 H 3.02899 0.55800 1.51119  C3 1.052
11 H 3.11260 -1.17045 1.22536  C3 1.021
12 H 1.63728 -0.17797 1.53791  C3 1.125
13 H -2.92221 -0.52427 -0.72339  C4 1.107
14 H -2.85643 0.35847 0.80155  C4 1.094
15 H -2.42600 1.27269 -0.65936  C4 1.029
16 H -0.50614 1.50260 0.73255  N5 1.008
17 H 1.98390 0.82284 -2.19916  N7 1.040

These are the Löwdin partial charges, in e, on atoms 1 to 4: C -0.094; C -0.131; C 0.006; C 0.030

Q has the most favorable energy; the next structure is 1.360 eV above.

P:
# C4H3N3

An isolated molecule of C4H3N3 (the ωB97M-V functional and the def2-TZVPD basis, OMol25).

The value obtained for the HOMO energy is -10.137 eV. The molar mass comes out at 93.089 u. Its frontier orbital gap is 9.3 eV.

Last columns: bonded neighbours and bond lengths (Å).
CARTESIAN COORDINATES (ANGSTROEM)
1 C -0.03527 0.61181 -1.56468  C2 1.303, C3 1.484, H8 1.087
2 C 0.96220 1.44820 -1.50055  C1 1.303
3 C 0.00986 0.03094 -0.19970  C1 1.484, C4 1.377, N7 1.362
4 C 0.31223 -1.23140 0.25988  C3 1.377, N5 1.354, H9 1.079
5 N 0.09580 -1.28045 1.59517  C4 1.354, N6 1.302
6 N -0.30323 -0.10876 1.99999  N5 1.302, N7 1.327
7 N -0.36940 0.68017 0.93558  C3 1.362, N6 1.327, H10 1.009
8 H -0.76872 0.27321 -2.29207  C1 1.087
9 H 0.67471 -2.08373 -0.29288  C4 1.079
10 H -0.57816 1.66001 1.05925  N7 1.009

These are the Löwdin partial charges, in e, on atoms 1 to 4: C -0.194; C 0.215; C -0.342; C -0.094

Q:
# C4H3N3

An isolated molecule of C4H3N3 (the ωB97M-V functional and the def2-TZVPD basis, OMol25).

The value obtained for the HOMO energy is -11.136 eV. The molar mass comes out at 93.089 u. Its frontier orbital gap is 10.7 eV.

Last columns: bonded neighbours and bond lengths (Å).
CARTESIAN COORDINATES (ANGSTROEM)
1 N 3.41467 -0.77807 0.31589  C2 1.158
2 C 2.28446 -0.52796 0.28702  N1 1.158, C3 1.443
3 C 0.88289 -0.19967 0.18392  C2 1.443, N4 1.281, N7 1.423
4 N 0.47970 0.99886 -0.01989  C3 1.281, C5 1.448
5 C -0.94709 0.84737 -0.21845  N4 1.448, C6 1.500, H8 1.096, H9 1.098
6 C -1.19001 -0.60816 0.05240  C5 1.500, N7 1.285, H10 1.088
7 N -0.08881 -1.23682 0.25813  C3 1.423, C6 1.285
8 H -1.55702 1.55545 0.35375  C5 1.096
9 H -1.12392 1.05924 -1.28163  C5 1.098
10 H -2.15486 -1.11024 0.06886  C6 1.088

These are the Löwdin partial charges, in e, on atoms 1 to 4: N 0.166; C -0.128; C -0.381; N 0.120

Q has the most favorable energy; the next structure is 3.639 eV above.

P:
# C4H3N3

An isolated molecule of C4H3N3 (the ωB97M-V functional and the def2-TZVPD basis, OMol25).

The value obtained for the HOMO energy is -9.522 eV. The molar mass comes out at 93.089 u. Its frontier orbital gap is 10.1 eV.

Last columns: bonded neighbours and bond lengths (Å).
CARTESIAN COORDINATES (ANGSTROEM)
1 C 2.56804 -0.05393 0.05632  C2 1.226, H8 1.061
2 C 1.34991 0.01613 -0.06055  C1 1.226, C3 1.401
3 C -0.05031 0.07102 -0.05624  C2 1.401, C4 1.389, N7 1.356
4 C -0.96600 1.11248 0.01732  C3 1.389, N5 1.398, H9 1.066
5 N -2.23821 0.53331 0.00917  C4 1.398, N6 1.274
6 N -2.13960 -0.73630 -0.01418  N5 1.274, N7 1.339
7 N -0.83391 -1.03380 0.00049  C3 1.356, N6 1.339, H10 1.035
8 H 3.62250 -0.06300 -0.05983  C1 1.061
9 H -0.80389 2.16566 0.01189  C4 1.066
10 H -0.50852 -2.01157 0.09560  N7 1.035

These are the Löwdin partial charges, in e, on atoms 1 to 4: C 0.143; C -0.075; C -0.305; C -0.055

Q:
# C4H3N3

An isolated molecule of C4H3N3 (the ωB97M-V functional and the def2-TZVPD basis, OMol25).

The value obtained for the HOMO energy is -8.911 eV. The molar mass comes out at 93.089 u. Its frontier orbital gap is 9.3 eV.

Last columns: bonded neighbours and bond lengths (Å).
CARTESIAN COORDINATES (ANGSTROEM)
1 C 2.69316 -0.27129 -0.27214  C2 1.202, H8 1.063
2 C 1.51298 -0.09834 -0.12237  C1 1.202, C3 1.415
3 C 0.13141 0.15345 0.05197  C2 1.415, C4 1.397, N7 1.372
4 C -0.54859 1.34452 -0.21492  C3 1.397, N5 1.362
5 N -1.81288 0.88645 -0.00132  C4 1.362, N6 1.360, H9 1.006
6 N -1.99744 -0.40996 0.36466  N5 1.360, N7 1.310
7 N -0.75671 -0.82527 0.41899  C3 1.372, N6 1.310, H10 1.017
8 H 3.73954 -0.41792 -0.39182  C1 1.063
9 H -2.43889 1.38682 -0.60931  N5 1.006
10 H -0.52258 -1.74846 0.77626  N7 1.017

These are the Löwdin partial charges, in e, on atoms 1 to 4: C 0.127; C -0.108; C -0.345; C -0.038

R:
# C4H3N3

A cluster of 2 separate species, C4H3N3 in total (the ωB97M-V functional and the def2-TZVPD basis, OMol25).

The value obtained for the HOMO energy is -10.390 eV. The molar mass comes out at 93.089 u. Its frontier orbital gap is 7.0 eV.

Last columns: bonded neighbours and bond lengths (Å).
CARTESIAN COORDINATES (ANGSTROEM)
1 C 2.79541 0.27068 0.05057  N5 1.148
2 C -1.48330 0.20033 -0.10686  C3 1.390, C4 1.347, H8 1.089
3 C -1.17720 -1.14571 0.05211  C2 1.390, N6 1.379, H9 1.114
4 C -0.34729 0.90946 0.03431  C2 1.347, N7 1.348, H10 1.005
5 N 3.94119 0.28474 -0.02288  C1 1.148
6 N 0.19612 -1.22901 0.14680  C3 1.379, N7 1.288
7 N 0.61492 -0.01368 0.23244  C4 1.348, N6 1.288
8 H -2.34584 0.78145 -0.43000  C2 1.089
9 H -1.92548 -1.96976 -0.00357  C3 1.114
10 H -0.26853 1.91149 0.04710  C4 1.005

These are the Löwdin partial charges, in e, on atoms 1 to 4: C -0.031; C -0.108; C -0.106; C -0.128

S:
# C4H3N3

An isolated molecule of C4H3N3 (the ωB97M-V functional and the def2-TZVPD basis, OMol25).

The value obtained for the HOMO energy is -9.257 eV. The molar mass comes out at 93.089 u. Its frontier orbital gap is 9.2 eV.

Last columns: bonded neighbours and bond lengths (Å).
CARTESIAN COORDINATES (ANGSTROEM)
1 C -1.37939 -1.08125 0.77655  C2 1.261, C3 1.814, H8 1.078
2 C -1.85743 -0.04318 0.24393  C1 1.261, C3 1.555
3 C -0.34990 0.13064 -0.09574  C1 1.814, C2 1.555, C4 1.384, N7 1.363
4 C 0.43032 -0.17901 -1.19668  C3 1.384, N5 1.357, H9 1.080
5 N 1.61290 0.47977 -1.10540  C4 1.357, N6 1.298
6 N 1.63139 1.16734 -0.00407  N5 1.298, N7 1.333
7 N 0.46957 0.95655 0.61450  C3 1.363, N6 1.333, H10 1.009
8 H -1.02425 -1.98168 1.25151  C1 1.078
9 H 0.20544 -0.84611 -2.01571  C4 1.080
10 H 0.27982 1.39083 1.50529  N7 1.009

These are the Löwdin partial charges, in e, on atoms 1 to 4: C 0.111; C 0.002; C -0.407; C -0.096

P has the most favorable energy; the next structure is 2.029 eV above.

P:
# C6H7IO2

An isolated molecule of C6H7IO2 (the ωB97M-V functional and the def2-TZVPD basis, OMol25).

The value obtained for the HOMO energy (spin up / spin down) is -8.241 / -8.240 eV. The molar mass comes out at 238.024 u. Its frontier orbital gap (spin up / spin down) is 8.1 / 8.1 eV.

Last columns: bonded neighbours and bond lengths (Å).
CARTESIAN COORDINATES (ANGSTROEM)
1 C 0.49155 -0.82590 0.48024  C3 1.480, C5 1.460, O7 1.249
2 C 0.28688 1.50034 -0.55761  C4 1.485, O8 1.175
3 C 0.66299 0.18114 1.55175  C1 1.480, C4 1.618, H10 1.052, H11 1.054
4 C 0.40549 1.64666 0.91558  C2 1.485, C3 1.618, H12 1.074, H13 1.060
5 C -0.63688 -0.59556 -0.41633  C1 1.460, C6 1.514, I9 2.086
6 C -0.61307 -1.46608 -1.65442  C5 1.514, H14 1.071, H15 1.065, H16 1.171
7 O 1.25673 -1.80567 0.35646  C1 1.249
8 O 0.28204 2.18134 -1.51464  C2 1.175
9 I -2.51354 0.07392 0.20156  C5 2.086
10 H 0.04913 -0.00889 2.38520  C3 1.052
11 H 1.68571 0.02586 1.75625  C3 1.054
12 H 1.10320 2.38469 1.26369  C4 1.074
13 H -0.55980 1.93881 1.24284  C4 1.060
14 H -1.59326 -1.82529 -1.89459  C6 1.071
15 H -0.13449 -2.40116 -1.47982  C6 1.065
16 H -0.17268 -1.00421 -2.63615  C6 1.171

These are the Löwdin partial charges, in e, on atoms 1 to 4: C -0.524; C -0.186; C -0.098; C -0.121

Q:
# C6H7IO2

An isolated molecule of C6H7IO2 (the ωB97M-V functional and the def2-TZVPD basis, OMol25).

The value obtained for the HOMO energy is -8.544 eV. The molar mass comes out at 238.024 u. Its frontier orbital gap is 9.0 eV.

Last columns: bonded neighbours and bond lengths (Å).
CARTESIAN COORDINATES (ANGSTROEM)
1 C 0.28306 -2.75052 0.16824  O2 1.322, H10 1.087, H11 1.092, H12 1.026
2 O 0.45140 -1.59281 -0.44847  C1 1.322, C3 1.773
3 C 1.11195 -0.27504 0.53656  O2 1.773, I4 2.030, C5 1.469, H13 1.115
4 I 2.98520 0.00810 -0.19292  C3 2.030
5 C 0.13445 0.74352 0.13030  C3 1.469, C6 1.381, O9 1.359
6 C 0.06094 1.58642 -0.96111  C5 1.381, C7 1.360, H14 1.028
7 C -1.09944 2.28505 -0.83465  C6 1.360, C8 1.407, H15 1.065
8 C -1.69207 1.91041 0.38574  C7 1.407, O9 1.338, H16 1.040
9 O -0.90240 1.00271 0.97028  C5 1.359, C8 1.338
10 H 0.46371 -2.67978 1.23811  C1 1.087
11 H 0.91772 -3.55921 -0.20080  C1 1.092
12 H -0.66091 -3.14857 0.21886  C1 1.026
13 H 1.18700 -0.51722 1.62212  C3 1.115
14 H 0.59153 1.68915 -1.83528  C6 1.028
15 H -1.26837 3.00455 -1.60211  C7 1.065
16 H -2.56379 2.29326 0.80513  C8 1.040

These are the Löwdin partial charges, in e, on atoms 1 to 4: C -0.249; O -0.226; C -0.614; I 0.990

P has the most favorable energy; the next structure is 0.794 eV above.